DFT (wB97M-V/def2-TZVPD) results for a single C5H7N molecule.

Summary:
SMILES ... Cc1ccc[nH]1
Molar mass ... 81.12 g mol⁻¹
E_HOMO ... -7.959 eV
Frontier orbital gap ... 0.33223 hartree
Largest force on an atom ... 0.8 eV Å⁻¹

Structure (ORCA input):
```
! RIJCOSX wB97M-V def2-TZVPD def2/J DEFGRID3
* xyz 0 1
C 1.90 -0.04 0.00
C 0.43 -0.07 -0.32
C -0.35 1.06 -0.35
C -1.68 0.71 -0.01
C -1.69 -0.64 0.18
N -0.41 -1.11 0.00
H 2.18 -0.86 0.68
H 2.63 -0.05 -0.82
H 2.06 0.89 0.54
H 0.03 2.06 -0.53
H -2.49 1.38 0.24
H -2.47 -1.31 0.50
H -0.18 -2.08 -0.11
*
```